Run 1
A cluster of 2 separate species, C4H11NO in total, computed with the ωB97M-V functional and the def2-TZVPD basis.

Output
HOMO-LUMO gap (spin up / spin down) = 10.3 / 6.4 eV
Total charge = +1
Spin multiplicity = 2
<S²> = 0.76
E_HOMO (spin up / spin down) = -15.681 / -15.455 eV

Structure (XYZ):
```
17
Properties=species:S:1:pos:R:3:nbo_charge:R:1
C -0.046 -0.538 -2.230 -0.6234
C -1.071 -0.043 -1.201 -0.4078
C -0.454 0.836 -0.116 -0.3002
C 1.532 -0.240 0.755 0.0118
N 0.336 0.148 0.858 0.0112
H -0.452 -1.270 -2.920 0.2586
H 0.908 -0.894 -1.822 0.1901
H 0.313 0.277 -2.855 0.2231
H -1.835 0.565 -1.698 0.2527
H -1.553 -0.877 -0.695 0.2331
H 0.172 1.574 -0.649 0.2800
H -1.201 1.443 0.402 0.2798
H 1.940 -0.749 1.624 0.2715
H 2.126 -0.082 -0.127 0.2706
H -0.933 0.070 3.885 0.4824
H 0.308 0.129 3.027 0.4399
O -0.090 -0.350 3.761 -0.8733
```

***

Run 2
A cluster of 2 separate species, C4H11NO in total, computed with the ωB97M-V functional and the def2-TZVPD basis.

Output
HOMO-LUMO gap (spin up / spin down) = 11.0 / 6.1 eV
Total charge = +1
Spin multiplicity = 2
<S²> = 0.76
E_HOMO (spin up / spin down) = -15.230 / -15.229 eV

Structure (XYZ):
```
17
Properties=species:S:1:pos:R:3:nbo_charge:R:1
C -1.691 1.003 -0.434 -0.6030
C -1.059 2.090 0.440 -0.6093
H -2.134 1.473 -1.305 0.2344
H -0.965 0.257 -0.786 0.1535
H -2.431 0.385 0.072 0.2090
H -1.854 2.516 1.048 0.2267
H -0.298 1.684 1.110 0.1684
H -0.649 2.928 -0.113 0.2253
C 1.854 -1.588 -0.881 -0.6466
C 0.687 -1.636 0.124 0.6394
O -0.218 -2.407 -0.240 -0.0509
N 0.746 -0.839 1.143 -0.6844
H 2.574 -2.380 -0.667 0.2860
H 2.358 -0.632 -0.739 0.2631
H -0.016 -0.944 1.807 0.4494
H 1.564 -0.278 1.319 0.4572
H 1.531 -1.631 -1.898 0.2818
```

***

Out of the structures above, which one is the least stable? Solution: run 1.